Entry 1:
{
  "formula": "C5H14N2",
  "method": "wB97M-V/def2-TZVPD",
  "symbols": ["N", "N", "C", "C", "C", "C", "C", "H", "H", "H", "H", "H", "H", "H", "H", "H", "H", "H", "H", "H", "H"],
  "positions_angstrom": [[1.7701, -2.4599, -0.3720], [0.9553, 0.3003, 1.3510], [0.6598, -0.2583, 0.0572], [-0.6370, 0.3258, -0.5142], [-2.3247, 2.2004, -0.3964], [-0.8529, 1.8350, -0.3067], [0.5223, -1.8088, 0.0674], [1.6188, -3.4337, -0.5809], [-0.3270, 2.3776, -1.1020], [-1.4906, -0.1870, -0.0543], [0.1752, 0.6669, 1.8683], [-2.7222, 1.8080, -1.3405], [-0.4597, 2.1815, 0.6484], [2.5241, -2.3542, 0.2920], [-2.5023, 3.2713, -0.2518], [1.4690, -0.0471, -0.6569], [-2.9094, 1.7326, 0.4148], [-0.2461, -2.0976, -0.6554], [1.6950, -0.0687, 1.9181], [-0.5987, 0.1177, -1.5885], [0.2612, -2.0904, 1.0984]],
  "atomic_forces_ev_per_a": [[-0.3551, 0.4329, -0.2389], [0.0696, 0.7694, -0.0641], [-0.0822, -0.6847, -0.2094], [0.2042, 0.5616, 0.4006], [-0.4353, -0.3366, 0.4362], [0.0393, 0.0418, -0.3424], [0.8095, 0.2020, -0.0730], [0.1325, -0.1500, 0.1637], [0.1430, 0.0072, 0.2624], [0.0433, -0.1637, -0.1514], [0.0506, -0.2676, 0.1283], [-0.1862, 0.4675, 0.1088], [0.1530, -0.0586, -0.0660], [-0.0506, -0.1497, 0.0820], [0.0778, -0.0980, -0.5121], [0.0099, 0.1270, 0.2498], [0.2640, -0.1059, -0.2456], [-0.0402, -0.1265, 0.2724], [-0.0329, -0.2632, -0.0590], [-0.4082, -0.1332, 0.1375], [-0.4060, -0.0718, -0.2797]],
  "gap_ev": 9.84,
  "smiles": "CCC[C@@H](N)CN"
}

***

Entry 2:
{
  "formula": "C5H3N",
  "method": "wB97M-V/def2-TZVPD",
  "symbols": ["N", "C", "C", "C", "C", "C", "H", "H", "H"],
  "positions_angstrom": [[0.3890, 1.4083, -0.0021], [0.9293, -1.2368, 0.1102], [1.3124, 2.0441, 0.2584], [2.1515, -1.3434, -0.1214], [-0.6961, 0.5555, -0.1460], [-0.3558, -0.9448, 0.2461], [-1.1793, -1.5727, 0.5109], [-0.9006, 0.2595, -1.2535], [-1.6504, 0.8304, 0.3974]],
  "atomic_forces_ev_per_a": [[-1.4761, -0.5234, -0.0699], [-1.3111, -1.5556, 0.5048], [1.4228, 1.0774, 0.2707], [2.3064, 0.0811, -0.3945], [-1.7713, -3.2824, -1.3381], [-0.4656, 2.7709, 0.2195], [-0.0163, -0.4516, 0.0936], [-0.0123, 1.6757, 1.4812], [1.3235, 0.2079, -0.7674]],
  "spin_multiplicity": 3,
  "gap_ev": [9.18, 7.16],
  "s2": 2.026
}

***

Entry 3:
{
  "formula": "C2H3N3O2",
  "method": "wB97M-V/def2-TZVPD",
  "symbols": ["O", "O", "N", "N", "N", "C", "C", "H", "H", "H"],
  "positions_angstrom": [[0.1248, -1.3118, -2.4390], [-1.5139, -0.7370, 3.0044], [1.0948, 0.2384, -0.9673], [1.1029, 1.4580, -0.1896], [-1.2907, -0.5493, 0.6857], [0.5503, -0.4933, -1.7086], [-1.4014, -0.7362, 1.8320], [1.7205, 1.9061, -0.7483], [-1.7374, -0.9080, -0.1539], [1.3502, 1.1332, 0.6846]],
  "atomic_forces_ev_per_a": [[-0.1604, -0.0785, -0.0671], [0.4375, -0.3863, -0.8310], [0.4967, 0.9131, 1.2204], [-3.8371, -3.0050, -2.2282], [0.2437, 0.0432, -3.9299], [-0.5502, -0.3165, -0.4347], [-1.1442, 0.1421, 4.1998], [2.8868, 2.6319, -0.7183], [0.3296, 0.1199, 0.6364], [1.2974, -0.0639, 2.1526]],
  "gap_ev": 10.30,
  "smiles": "NN=C=O.N=C=O"
}

***

Entry 4:
{
  "formula": "C27H45FeN9O8S2SeSi3",
  "method": "wB97M-V/def2-TZVPD",
  "symbols": ["Se", "Fe", "S", "S", "Si", "Si", "Si", "O", "O", "O", "O", "O", "O", "O", "O", "N", "N", "N", "N", "N", "N", "N", "N", "N", "C", "C", "C", "C", "C", "C", "C", "C", "C", "C", "C", "C", "C", "C", "C", "C", "C", "C", "C", "C", "C", "C", "C", "C", "C", "C", "C", "H", "H", "H", "H", "H", "H", "H", "H", "H", "H", "H", "H", "H", "H", "H", "H", "H", "H", "H", "H", "H", "H", "H", "H", "H", "H", "H", "H", "H", "H", "H", "H", "H", "H", "H", "H", "H", "H", "H", "H", "H", "H", "H", "H", "H"],
  "positions_angstrom": [[-0.2354, 0.9301, 2.5470], [0.5840, -0.0104, -0.3635], [2.5997, 3.8690, -0.3986], [3.8112, 0.9407, 1.0252], [-1.4736, 2.7808, 2.4707], [-0.2148, -4.0211, 0.8410], [-2.6602, -4.0267, -1.4693], [-3.6505, -0.5589, -0.7880], [4.8095, 1.4676, 0.1071], [0.0621, 2.9028, -5.5920], [0.9317, 1.3127, -4.4546], [-1.5588, -0.1025, -0.1507], [0.8204, -3.9421, -1.6513], [3.8790, -0.4725, 1.2980], [-0.5816, -2.1949, -1.2892], [3.1471, -3.2157, -2.7203], [1.4353, -1.7345, -2.0453], [0.7611, 2.1212, -0.8678], [3.4772, -0.9230, -2.6072], [2.3361, 1.2180, 0.4703], [3.0660, 0.3240, -2.1376], [0.5337, -2.7397, -1.9059], [3.1192, 4.4311, 5.7132], [0.0146, 2.0697, -4.7094], [2.6689, -1.9875, -2.3988], [-1.3549, -3.1199, -0.4030], [-2.4352, 0.9384, -2.1322], [1.8960, 2.2726, -0.2140], [2.7422, 2.3247, 4.5868], [-2.1395, -5.7789, -1.9154], [-0.4914, 4.3403, 2.0391], [-1.2799, 1.0290, -2.8913], [4.5387, 3.0664, 2.5973], [1.2195, -2.8845, 1.2864], [3.3717, 3.5696, 4.6469], [-1.3482, -4.0196, 2.3570], [-1.2102, 1.9616, -3.9136], [4.2950, 3.9190, 3.6593], [2.9836, 1.4731, 3.5326], [1.2395, 4.3194, -1.3828], [3.8787, 1.8463, 2.5328], [-2.5600, -0.0009, -0.9338], [-2.2001, 3.0855, 4.1952], [-2.8375, -3.0340, -3.0496], [-4.2463, -3.9989, -0.4806], [-2.2676, 2.8124, -4.1969], [-3.4179, 2.7216, -3.4345], [-3.5025, 1.7827, -2.4144], [0.3938, 3.2771, -1.5149], [-2.9563, 2.6759, 1.3044], [0.2211, -5.8391, 0.6317], [-2.8478, 2.2524, 4.4844], [-3.2282, -2.0408, -2.8111], [3.3182, 5.4009, 5.5396], [-4.4012, 1.6820, -1.8198], [-3.8011, 3.2809, 1.6545], [-0.5275, 3.2926, -2.0827], [-1.9064, -2.3886, 0.1971], [-3.5267, -3.5121, -3.7521], [-0.8723, -4.4914, 3.2240], [-2.7973, 4.0065, 4.2200], [2.7348, 0.8838, -2.9142], [-1.4093, 3.1705, 4.9472], [-1.8734, -2.9085, -3.5516], [1.5072, -3.0219, 2.3310], [-4.5124, -2.9526, -0.3036], [-2.6816, 3.0108, 0.2975], [-2.2522, -6.4661, -1.0708], [2.4631, 0.5293, 3.4508], [0.7454, -6.0505, -0.3013], [-4.2512, 3.3803, -3.6411], [-0.9431, 5.2397, 2.4761], [-1.0881, -5.7966, -2.2189], [0.5376, 4.2643, 2.4047], [-2.7407, -6.1653, -2.7444], [0.8525, -6.1606, 1.4666], [-4.1314, -4.4905, 0.4911], [2.5491, -3.9650, -2.3974], [-0.4469, 4.4803, 0.9553], [3.8324, 0.7816, -1.6544], [-0.6920, -6.4404, 0.6569], [-2.1663, 3.5187, -5.0074], [2.0164, 2.0475, 5.3422], [-2.2767, -4.5639, 2.1474], [2.2374, 4.2836, 6.1753], [1.1495, 5.3181, -1.7796], [-0.4496, 0.3590, -2.7293], [-3.2899, 1.6371, 1.2282], [4.7875, 4.8849, 3.7062], [-1.6184, -2.9961, 2.6375], [2.1137, -3.0377, 0.6766], [0.9236, -1.8333, 1.1930], [5.2289, 3.3341, 1.8061], [-5.0796, -4.4787, -1.0052], [4.1379, -3.3661, -2.6256], [4.4625, -1.0901, -2.7143]],
  "atomic_forces_ev_per_a": [[0.0265, -0.1277, -0.2294], [-1.0399, 0.7306, 0.8380], [-0.2301, -0.3132, 0.0342], [-0.1043, -0.1843, -0.1389], [0.0648, -0.3333, 0.2620], [-0.6011, 0.3168, 0.8032], [0.0889, 0.1442, -0.0391], [0.1148, 0.0380, -0.0040], [0.0645, 0.2548, 0.0618], [-0.1285, 0.1765, -0.0540], [0.0967, -0.1500, 0.1762], [0.6851, 0.0893, -0.8158], [0.0650, -0.1940, 0.0499], [-0.0648, 0.0584, 0.1103], [0.2770, 0.0522, 0.1801], [0.1869, -0.0724, 0.0334], [-0.3076, 1.1247, 0.7818], [0.0309, 0.1503, -0.2383], [0.0825, -0.1750, 0.1165], [-0.1291, -0.8231, -0.1724], [-0.1295, 0.1301, -0.3011], [-0.3096, -0.6005, -0.0634], [0.0918, -0.1358, 0.0333], [0.1258, -0.1190, -0.1075], [-0.2864, -0.1349, -0.2442], [0.5347, -0.3036, -0.6257], [0.1245, 0.0956, 0.3547], [0.5160, 0.3891, 0.2261], [0.0411, 0.0401, 0.0986], [0.0569, -0.0765, 0.0899], [0.0592, 0.0823, -0.0382], [0.0183, -0.2577, -0.2993], [0.0031, -0.0970, -0.0875], [0.1669, -0.2832, -0.3985], [0.0771, -0.0576, 0.0486], [0.0006, -0.0110, 0.0038], [-0.4908, -0.2017, 0.0141], [0.0211, 0.0866, -0.0124], [0.1826, -0.1252, -0.0836], [0.1191, -0.0067, 0.0626], [-0.2007, 0.1745, -0.2135], [0.0447, -0.1228, 0.1027], [-0.0560, 0.0775, 0.0371], [-0.0319, 0.0563, -0.0118], [-0.1184, -0.0481, 0.0092], [0.2379, 0.0878, -0.2060], [-0.0292, -0.0815, 0.0447], [-0.0654, 0.0296, -0.0775], [-0.1228, 0.0662, -0.0072], [-0.0230, -0.0500, -0.1418], [0.1193, 0.0905, -0.3024], [0.0667, 0.0284, -0.0204], [0.0259, -0.0543, -0.0014], [-0.0574, 0.0651, -0.0293], [0.0245, 0.0219, 0.0213], [0.1029, 0.0379, -0.0422], [0.1377, 0.1334, 0.2431], [0.1053, 0.0824, -0.0661], [0.0246, -0.0266, 0.0521], [-0.0369, 0.0088, -0.0793], [0.0408, -0.0493, -0.0147], [0.0422, 0.0864, -0.0853], [-0.0264, -0.0273, -0.0617], [-0.0569, -0.0435, 0.0194], [-0.0460, 0.0235, -0.0141], [0.0349, -0.0259, 0.0115], [-0.0407, -0.0239, 0.0379], [-0.0018, 0.0475, -0.0764], [-0.0869, 0.0911, 0.0454], [-0.0116, -0.0357, 0.0617], [0.0037, -0.0028, 0.0077], [-0.0191, -0.0671, -0.0526], [-0.0949, 0.0225, 0.0045], [-0.0760, -0.0251, 0.0140], [-0.0020, 0.0461, 0.0583], [-0.0554, 0.0768, -0.0219], [-0.0016, 0.0215, -0.0770], [-0.0349, -0.0899, 0.0275], [0.0445, -0.0030, 0.0093], [-0.0382, 0.0232, 0.1442], [0.0689, 0.0413, 0.0223], [-0.0363, 0.0539, 0.0269], [-0.0043, 0.0007, -0.0263], [0.0509, 0.0205, 0.0547], [-0.0483, 0.0493, -0.0197], [-0.0384, -0.0928, -0.0196], [0.1025, 0.0130, 0.0478], [0.0199, 0.0628, 0.0272], [0.0251, -0.0542, 0.0144], [0.0410, -0.0570, -0.0261], [-0.0291, 0.0419, 0.0138], [-0.0665, 0.0229, 0.1824], [-0.0824, 0.0671, 0.0082], [0.1011, -0.0019, 0.0179], [0.0129, 0.0681, -0.0476], [0.0605, -0.0337, -0.0514]],
  "total_charge": -1,
  "spin_multiplicity": 6,
  "gap_ev": [5.35, 5.33],
  "s2": 8.764
}

***

Copy entry 2 word for word.
{
  "formula": "C5H3N",
  "method": "wB97M-V/def2-TZVPD",
  "symbols": ["N", "C", "C", "C", "C", "C", "H", "H", "H"],
  "positions_angstrom": [[0.3890, 1.4083, -0.0021], [0.9293, -1.2368, 0.1102], [1.3124, 2.0441, 0.2584], [2.1515, -1.3434, -0.1214], [-0.6961, 0.5555, -0.1460], [-0.3558, -0.9448, 0.2461], [-1.1793, -1.5727, 0.5109], [-0.9006, 0.2595, -1.2535], [-1.6504, 0.8304, 0.3974]],
  "atomic_forces_ev_per_a": [[-1.4761, -0.5234, -0.0699], [-1.3111, -1.5556, 0.5048], [1.4228, 1.0774, 0.2707], [2.3064, 0.0811, -0.3945], [-1.7713, -3.2824, -1.3381], [-0.4656, 2.7709, 0.2195], [-0.0163, -0.4516, 0.0936], [-0.0123, 1.6757, 1.4812], [1.3235, 0.2079, -0.7674]],
  "spin_multiplicity": 3,
  "gap_ev": [9.18, 7.16],
  "s2": 2.026
}